Formula: C24H20AsO8ReSSi
Source: the OMol25 dataset
Level of theory: the ωB97M-V functional and the def2-TZVPD basis

Last column: Löwdin charge in e.
Positions of all 56 atoms, in Å:
Re  0.076706  1.561040  -1.931348  1.6685
O  -1.431869  -0.700937  -2.610281  -0.3277
As  -0.627504  -1.475039  -1.252195  1.3283
O  0.914718  -1.603890  -2.119263  -0.3111
O  -0.272731  0.118447  -0.408243  -0.6212
C  1.090666  -1.584459  -3.482124  -0.3227
C  0.717519  -2.680014  -4.250017  0.0047
C  0.978930  -2.695661  -5.608047  -0.0301
C  1.608890  -1.622769  -6.227713  -0.0404
C  1.986554  -0.528170  -5.476707  -0.0320
C  1.721562  -0.508180  -4.110146  -0.2060
S  2.234161  0.953820  -3.264890  0.6019
O  1.198103  2.004663  -3.610959  -0.3770
O  3.571011  1.272316  -3.580350  -0.1734
O  1.921991  0.786173  -1.793572  -0.4215
H  -2.379250  -0.523376  -2.501051  0.0761
H  0.245017  -3.516866  -3.752073  0.1291
H  0.704018  -3.566842  -6.187419  0.1217
H  1.808957  -1.646807  -7.289188  0.1205
H  2.496869  0.314137  -5.926301  0.1313
O  -1.778327  2.006049  -1.559253  -0.3341
O  -1.252240  2.828131  -2.536042  -0.2894
C  -4.964808  0.464203  2.261128  -0.0628
C  -4.153677  1.549090  2.558615  -0.0605
C  -2.798583  1.501381  2.266597  -0.0745
C  -2.242443  0.372098  1.663859  -0.2420
C  -3.073959  -0.712652  1.368434  -0.1142
C  -4.426430  -0.666860  1.661419  -0.0717
Si  -0.411050  0.286031  1.311917  0.6126
C  0.395862  -1.282934  1.935212  -0.2599
C  1.545558  -1.788325  1.316764  -0.1118
C  2.197676  -2.895085  1.837621  -0.0651
C  1.720484  -3.502440  2.990885  -0.0616
C  0.586133  -3.007144  3.618152  -0.0630
C  -0.072724  -1.905896  3.093450  -0.0845
C  0.493683  1.816572  1.902593  -0.2291
C  1.015890  2.819421  1.090889  -0.0987
C  1.697176  3.905975  1.613745  -0.0596
C  1.850474  4.011093  2.987758  -0.0596
C  1.320774  3.038491  3.822465  -0.0592
C  0.655264  1.948930  3.285983  -0.0845
H  -6.019888  0.497485  2.498919  0.1119
H  -4.576565  2.434591  3.014455  0.1122
H  -2.167704  2.349890  2.505565  0.1040
H  -2.652709  -1.607844  0.917329  0.0787
H  -5.062091  -1.512738  1.433595  0.1095
H  1.970140  -1.287862  0.452017  0.0957
H  3.090723  -3.270833  1.355036  0.1118
H  2.240094  -4.355988  3.405311  0.1119
H  0.212996  -3.479693  4.517356  0.1119
H  -0.964581  -1.524794  3.579489  0.1079
H  0.891770  2.775720  0.009293  0.0468
H  2.099577  4.666769  0.958362  0.1142
H  2.383377  4.855968  3.403221  0.1136
H  1.430807  3.130465  4.894905  0.1136
H  0.254976  1.185129  3.944858  0.1108

Atomic forces in eV per Å
Re -3.09 0.82 0.71
O -0.02 0.18 -0.39
As -0.24 -1.10 0.24
O -0.10 -0.10 0.05
O 0.53 0.78 -0.65
C 0.01 0.07 -0.12
C 0.07 0.13 0.18
C -0.02 -0.06 -0.01
C 0.00 0.02 -0.02
C 0.03 0.01 -0.01
C 0.08 0.11 0.36
S 1.08 -0.54 -0.81
O -0.28 0.23 0.11
O -0.11 0.10 -0.02
O 0.73 -0.24 0.06
H 0.10 0.05 0.07
H 0.02 -0.04 -0.06
H -0.03 0.03 -0.01
H 0.02 0.01 0.00
H -0.01 -0.04 -0.06
O 0.38 -0.57 0.68
O 1.04 0.16 -0.64
C 0.00 0.05 0.00
C -0.05 0.01 0.00
C 0.04 0.01 -0.07
C 0.46 -0.03 0.08
C 0.06 0.06 -0.03
C -0.05 -0.09 -0.04
Si -0.17 0.04 0.88
C -0.16 0.33 -0.17
C 0.03 0.09 0.10
C 0.07 -0.01 -0.04
C -0.03 0.02 -0.02
C -0.03 -0.04 0.07
C -0.10 0.02 -0.10
C -0.12 -0.22 -0.34
C -0.05 -0.05 0.02
C -0.02 0.02 0.01
C 0.03 0.06 -0.06
C 0.00 0.00 0.10
C -0.05 -0.14 -0.09
H 0.00 0.00 -0.01
H 0.00 -0.02 0.02
H -0.03 0.00 0.00
H -0.07 -0.06 0.08
H 0.01 0.00 0.00
H -0.02 -0.03 -0.07
H -0.01 -0.01 0.01
H -0.02 -0.02 0.00
H 0.01 0.00 0.00
H 0.00 -0.06 0.04
H 0.05 0.05 -0.09
H -0.01 -0.01 0.00
H -0.02 -0.01 0.03
H 0.01 -0.03 0.00
H 0.05 0.03 0.07

Summary:
Total charge: +1
LUMO (alpha / beta) (eV): -3.4 / -4.8
2S+1: 4
Electronic energy (a.u.): -4529.962971
Frontier orbital gap (alpha / beta) (Ha): 0.3192 / 0.2677
HOMO level (alpha / beta) (Ha): -0.4434 / -0.4435